C26H48BClIN2O12P | ωB97M-V with the def2-TZVPD basis set

Structure (ORCA input):
```
! wB97M-V def2-TZVPD RIJCOSX def2/J DEFGRID3
* xyz 0 1
O 1.34 -0.53 -6.72
H -0.49 -1.18 -0.57
H 1.86 3.91 2.98
H -0.19 -2.56 1.26
H 0.61 3.36 -3.70
O 3.54 0.65 -2.99
C 4.25 3.67 -1.72
H -0.92 0.85 3.13
O 3.57 -2.04 3.66
H -4.19 -1.82 0.80
O 3.20 2.94 -2.42
C -5.23 -1.28 0.60
H -7.00 -2.79 -2.80
H 2.56 4.40 1.47
H -7.29 -2.37 -0.20
H 1.61 -0.52 -0.60
H -1.68 -1.42 4.53
H -3.53 1.98 0.11
C -5.35 -3.23 -1.23
H -5.81 0.97 0.06
C 0.56 2.25 -4.05
C -5.88 -3.20 -2.81
H 0.74 2.78 -1.60
P 0.30 -1.65 3.34
O 0.11 4.57 0.52
O 2.39 0.85 -8.34
O 2.22 1.58 -6.09
H -4.00 -5.17 -1.49
H 6.37 3.96 -0.94
H -0.08 2.20 -5.05
C -3.41 0.60 1.95
N 2.01 3.66 1.97
H -2.85 1.55 2.41
H -2.51 0.63 -1.63
C -4.12 -4.22 -0.78
O 4.07 5.02 -1.63
C -0.17 1.26 -2.90
C 5.58 3.07 -0.98
I 0.42 -0.74 -3.40
B 0.68 3.39 1.25
H -4.47 0.61 2.50
O 3.69 -0.20 -6.66
C -0.91 -0.20 -0.04
H 3.80 0.38 -0.28
H -1.32 1.38 -3.24
C 2.86 1.10 -0.48
C 0.08 1.27 2.64
C 2.76 -1.71 1.18
C -3.49 0.81 0.35
H 1.54 -4.00 5.67
H -1.10 -0.59 1.07
H -5.18 -2.42 -3.35
H 3.33 -4.09 6.39
H 1.80 0.22 3.58
H 4.69 -1.01 2.16
H 1.61 1.78 -4.33
N 1.66 0.36 0.00
H -0.81 4.28 0.27
H 0.45 2.11 3.40
H -5.69 -1.03 1.66
H -2.85 -0.35 2.34
C 2.62 -3.52 5.65
C 3.24 -3.39 4.10
C -0.03 1.88 -1.43
C -6.12 -2.32 -0.30
H 3.30 -1.70 0.11
H -2.85 -0.99 -0.80
C 2.07 -0.19 1.36
H -3.05 -3.70 -0.78
H -4.24 -4.68 0.31
H -5.87 -4.27 -3.30
C 3.99 -1.97 2.26
H 3.12 2.04 0.21
O 3.33 -4.52 3.40
H -1.05 2.46 -1.19
O -0.69 -1.36 4.73
C 0.28 0.97 -0.12
C -4.96 0.19 -0.14
H 5.98 2.13 -1.55
H 4.65 -2.87 1.89
C 1.10 -0.06 2.64
C -2.37 0.10 -0.60
H 1.98 -2.57 1.12
C 3.16 1.50 -2.00
Cl 2.41 0.42 -6.95
H 5.29 2.87 0.15
H -1.26 2.25 1.09
H -4.83 0.03 -1.31
H 3.03 0.44 1.70
C -0.10 1.95 1.18
O -0.34 -2.76 2.22
H 2.48 -2.41 6.08
*
```

Calculated values
DFT total energy ... -3155.0690 Eh
Orbital gap ... 6.10 eV
Maximum force ... 10.0 eV Å⁻¹
HOMO energy ... -7.8 eV
LUMO energy ... -1.73 eV